1.
{
  "formula": "C29H26I2N2O2PRuS",
  "method": "the ωB97M-V functional and the def2-TZVPD basis",
  "elements": ["Ru", "I", "C", "C", "C", "I", "C", "C", "C", "C", "N", "C", "C", "O", "H", "H", "H", "H", "N", "C", "C", "C", "C", "C", "C", "P", "C", "C", "C", "C", "C", "C", "C", "C", "C", "C", "C", "C", "H", "H", "H", "H", "H", "H", "H", "H", "H", "H", "H", "H", "H", "H", "H", "H", "C", "S", "C", "O", "H", "H", "H", "H", "H", "H"],
  "positions_angstrom": [[0.37654, 0.59639, -0.58065], [4.13146, 3.87883, -1.37936], [4.10489, 1.84957, -1.55227], [5.25907, 1.16307, -1.96059], [5.28427, -0.20898, -2.11637], [7.02561, -1.09369, -2.67783], [4.08845, -0.97934, -1.86691], [3.95686, -2.35757, -2.05031], [2.74705, -2.96772, -1.77842], [1.68336, -2.21348, -1.30808], [1.76853, -0.89379, -1.11241], [2.95676, -0.28823, -1.41396], [2.96405, 1.10916, -1.26154], [1.82280, 1.67238, -0.84538], [6.15780, 1.73216, -2.15569], [4.79633, -2.94026, -2.40945], [2.61822, -4.03086, -1.92620], [0.73264, -2.67418, -1.09457], [-0.60863, 2.46699, -0.33224], [-1.54824, 2.65175, 0.77928], [-2.40672, 3.72816, 0.85920], [-3.17085, 3.87799, 2.01351], [-3.05274, 2.98193, 3.07324], [-2.19006, 1.90067, 2.97850], [-1.45010, 1.72682, 1.80949], [-0.47226, 0.27619, 1.48102], [-1.51315, -0.88621, 0.62629], [-2.79778, -0.50333, 0.18828], [-3.65048, -1.45090, -0.34401], [-3.23206, -2.77391, -0.46542], [-1.95985, -3.16302, -0.05396], [-1.10038, -2.22564, 0.48763], [0.25043, -0.34780, 2.96006], [-0.24136, -1.49043, 3.59771], [0.27991, -1.84993, 4.83026], [1.28195, -1.08567, 5.41334], [1.76645, 0.05522, 4.78038], [1.25544, 0.42836, 3.55235], [0.17146, 3.10035, -0.15472], [-0.99497, 2.77007, -1.22309], [-2.46744, 4.45702, 0.05905], [-3.85015, 4.71695, 2.09359], [-3.63565, 3.13016, 3.97281], [-2.10176, 1.19490, 3.79614], [-3.13737, 0.51589, 0.32315], [-4.65303, -1.16947, -0.63983], [-3.91146, -3.51494, -0.86894], [-1.65983, -4.20070, -0.12898], [-0.13955, -2.53588, 0.88044], [-1.03734, -2.08064, 3.16291], [-0.10410, -2.72235, 5.34130], [1.69003, -1.37989, 6.37153], [2.53704, 0.65209, 5.24923], [1.63392, 1.31877, 3.06126], [-0.74326, -0.87363, -4.59402], [-1.60500, -0.40382, -3.11339], [-2.73225, 0.79721, -3.75867], [-0.56635, 0.44327, -2.33662], [-0.62061, -0.01798, -5.25589], [-1.31638, -1.66609, -5.07789], [0.22391, -1.26304, -4.27829], [-3.50875, 0.25847, -4.30631], [-2.20378, 1.49176, -4.41028], [-3.18149, 1.31089, -2.90943]],
  "atomic_forces_ev_per_a": [[-0.7223, -0.8437, -0.5973], [-0.0154, 0.3632, 0.0513], [-0.1892, -0.3235, 0.0179], [0.1185, -0.2275, -0.0460], [-0.6025, 0.3238, 0.1954], [0.4558, -0.2702, -0.1762], [0.3155, 0.0987, -0.0806], [-0.0094, -0.1082, 0.0210], [0.0482, -0.0925, -0.0289], [0.0603, 0.2312, -0.0444], [0.0330, -0.0938, 0.1309], [-0.3423, 0.1129, 0.1799], [0.2335, 0.0982, -0.1490], [0.4561, 0.1801, 0.5452], [-0.0108, 0.0178, -0.0065], [-0.0154, 0.0089, 0.0096], [0.0057, 0.0119, 0.0183], [-0.0544, -0.0340, -0.0228], [-0.0963, 0.0357, 0.1801], [0.2408, -0.0987, -0.1728], [-0.0455, 0.0288, 0.0290], [-0.0084, -0.0259, 0.0391], [0.0008, 0.0535, -0.0608], [-0.0227, -0.0160, 0.0063], [-0.0295, 0.1280, 0.1197], [0.1802, 0.4536, 0.6402], [0.0519, -0.0515, -0.5019], [0.0072, -0.0642, 0.0428], [-0.0065, 0.0022, -0.0214], [-0.0296, -0.0266, -0.0073], [-0.0097, 0.0178, -0.0144], [-0.0750, -0.0603, 0.1288], [0.1386, -0.0895, 0.0763], [-0.0062, -0.0076, 0.0737], [-0.0151, -0.0243, -0.0253], [0.0389, 0.0129, 0.0195], [0.0150, -0.0278, 0.0157], [0.0292, 0.0135, -0.0280], [0.1394, 0.0390, -0.1298], [-0.2164, -0.0141, -0.0146], [-0.0057, -0.0142, 0.0273], [0.0232, -0.0125, 0.0067], [0.0080, -0.0093, -0.0317], [0.0023, 0.0108, -0.0168], [0.0036, 0.0014, -0.0047], [0.0167, -0.0138, -0.0045], [0.0055, 0.0144, 0.0235], [-0.0027, 0.0270, 0.0042], [0.0265, 0.0377, -0.0293], [-0.0108, 0.0190, -0.0094], [0.0141, -0.0061, -0.0116], [-0.0265, 0.0209, 0.0042], [0.0060, -0.0216, -0.0136], [-0.0320, 0.0007, 0.0032], [0.0999, -0.0183, -0.1171], [0.1014, -0.5060, 0.3563], [-0.0931, 0.1567, -0.0147], [-0.1478, 0.5920, -0.5291], [0.0541, -0.0166, 0.0228], [-0.0159, 0.0481, -0.0128], [-0.0295, -0.0511, -0.0316], [0.0374, 0.0141, -0.0216], [-0.0318, 0.0204, 0.0234], [-0.0491, -0.0255, -0.0358]],
  "total_charge": 3,
  "e_homo_ev": [-15.887, -15.891],
  "lumo_energy_ev": [-10.827, -10.789]
}



2.
{
  "formula": "C5H7NO2",
  "method": "the ωB97M-V functional and the def2-TZVPD basis",
  "elements": ["O", "C", "N", "C", "C", "O", "C", "C", "H", "H", "H", "H", "H", "H", "H"],
  "positions_angstrom": [[0.53648, -1.82780, -1.71708], [0.39571, -0.62651, -1.64121], [1.12154, 0.19953, -0.73246], [0.99647, -0.14546, 0.68795], [-0.35142, -1.03052, 0.87767], [-1.35220, -0.30044, 0.23257], [-0.95362, 1.04549, 0.23039], [0.48063, 1.15694, 0.06785], [-0.07529, -0.13289, -2.61895], [1.87303, -0.36481, 1.36960], [-0.43328, -2.02602, 0.64416], [-0.41634, -1.19065, 2.00659], [-1.27283, 1.53254, 1.14998], [-1.47602, 1.56638, -0.64911], [0.92713, 2.14420, 0.09205]],
  "atomic_forces_ev_per_a": [[-0.2122, 0.8435, 0.7980], [0.9312, -0.2153, -3.0201], [-0.1951, -1.8496, -1.1440], [-0.6817, -1.4414, -0.2872], [2.0630, 2.5044, 3.4186], [0.1889, -0.0604, -0.0164], [-3.1854, 1.7438, -1.7297], [1.2396, -0.3999, 1.5605], [0.5233, -0.0702, 2.3520], [-1.0243, 0.5865, -1.2232], [0.5206, -2.2107, -1.8431], [-0.5992, 1.2184, -0.7176], [0.0022, 0.2388, 0.1723], [0.3161, -0.7739, 1.2358], [0.1132, -0.1139, 0.4441]],
  "e_homo_ev": -9.819,
  "relative_energy_ev": 2.836,
  "smiles": "O=CN1[C@@H]2COC[C@@H]21",
  "lumo_energy_ev": 0.868
}



3.
{
  "formula": "C16H17BaClN3O2S3",
  "method": "the ωB97M-V functional and the def2-TZVPD basis",
  "elements": ["Ba", "S", "C", "C", "C", "C", "C", "C", "S", "H", "H", "H", "H", "C", "O", "C", "O", "N", "N", "H", "H", "H", "H", "H", "H", "Cl", "C", "H", "H", "S", "C", "N", "C", "C", "C", "C", "C", "C", "H", "H", "H", "H", "H"],
  "positions_angstrom": [[0.81469, -0.11933, 0.41466], [3.09985, -1.03730, -1.32977], [3.76293, 0.24447, -0.42498], [4.88228, -0.10753, 0.38771], [5.58785, 0.84662, 1.17044], [5.13658, 2.15522, 1.18538], [4.05348, 2.53234, 0.45303], [3.41262, 1.71495, -0.52297], [2.18255, 2.43053, -1.44813], [5.24268, -1.15858, 0.35901], [6.53691, 0.54481, 1.67412], [5.73515, 2.88176, 1.75160], [3.76891, 3.58968, 0.48394], [-3.28531, -3.10887, -1.63059], [-2.08356, -3.80631, -1.13750], [-1.00564, -3.08831, -0.69472], [-0.94632, -1.82976, -0.71980], [-0.06192, -3.92269, -0.13020], [0.94406, -3.32642, 0.66687], [-3.87686, -3.95063, -2.02338], [-3.09459, -2.42291, -2.45898], [-3.81882, -2.57529, -0.83676], [-0.30766, -4.92984, -0.12932], [1.81393, -3.64469, 0.27530], [0.84053, -3.59195, 1.62647], [0.86444, -1.44305, 3.64554], [2.19088, -0.47831, 2.89728], [2.98937, -1.18130, 2.87832], [2.27546, 0.38802, 3.59707], [-3.45614, 2.86739, 1.70373], [-1.91697, 2.01263, 1.63200], [-1.61887, 1.54904, 0.42514], [-2.63631, 1.70241, -0.48260], [-2.65405, 1.28909, -1.81197], [-3.78950, 1.62118, -2.60012], [-4.84068, 2.42322, -2.06355], [-4.82371, 2.73175, -0.69231], [-3.73354, 2.42109, 0.08855], [-1.19341, 1.82473, 2.46849], [-1.76104, 0.76323, -2.17975], [-3.90636, 1.29361, -3.61408], [-5.64816, 2.68997, -2.66914], [-5.67573, 3.20533, -0.18403]],
  "atomic_forces_ev_per_a": [[1.2673, 0.3868, -0.1240], [-1.1901, -1.0795, -1.1407], [1.5795, 2.5457, 0.7324], [0.4247, 0.9700, 0.5413], [0.1516, -1.6106, -0.7809], [1.3617, -0.1797, 0.9437], [-0.4054, 0.6642, -1.2799], [0.9470, -2.4030, 2.4610], [-1.4027, -0.1619, -0.7822], [-0.4407, 0.8374, 0.0367], [-0.9554, 0.2771, -0.2794], [-0.5297, -0.0961, -0.0969], [-0.0855, -0.3788, -0.1054], [0.5434, -0.7563, -0.1173], [0.2928, 0.9236, -0.1092], [-0.3498, 2.0208, 0.7082], [-0.4859, -3.3780, -0.1808], [-1.5616, 0.3268, -0.5706], [-0.5391, -0.4521, -1.3099], [0.0613, 0.4622, 0.3095], [0.4142, -0.0554, 0.2470], [0.3312, -0.2307, -0.0116], [0.4902, 1.0961, 0.2354], [0.6252, 0.3595, 0.1669], [-0.0625, -0.0811, 0.5997], [-1.3025, -0.7588, 0.4237], [-0.7657, 1.6360, -0.4359], [1.0623, -0.0488, 0.2514], [0.5920, -0.8199, -0.4412], [0.8802, -0.6317, 0.8589], [0.8363, -0.6481, -1.8197], [0.1082, -0.2948, 2.1814], [-0.8611, 1.3107, 0.9232], [-0.6753, 0.1439, -0.7199], [0.3702, 0.6722, 1.5102], [2.1117, -1.5278, 1.8233], [-1.1394, 0.5796, -0.5711], [0.5303, -0.6970, -1.5983], [-1.0510, 0.6315, -0.6768], [-0.6484, 0.1526, -0.0678], [0.3559, -0.0889, -0.3781], [-1.1799, 0.3394, -0.7597], [0.2943, 0.0430, -0.5970]],
  "total_charge": -1,
  "e_homo_ev": -2.466,
  "relative_energy_ev": 0.000,
  "lumo_energy_ev": 1.878
}



4.
{
  "formula": "C21H29N3O3S",
  "method": "the ωB97M-V functional and the def2-TZVPD basis",
  "elements": ["C", "C", "O", "C", "C", "C", "N", "C", "S", "N", "C", "C", "C", "C", "O", "N", "C", "C", "C", "C", "C", "C", "C", "C", "C", "C", "C", "O", "H", "H", "H", "H", "H", "H", "H", "H", "H", "H", "H", "H", "H", "H", "H", "H", "H", "H", "H", "H", "H", "H", "H", "H", "H", "H", "H", "H", "H"],
  "positions_angstrom": [[2.18675, 2.46278, 1.94182], [1.82214, 3.77966, 1.25596], [2.88411, 4.70401, 1.20120], [3.89130, 4.44522, 0.24396], [3.46134, 4.78063, -1.19924], [3.61329, 3.61814, -2.18224], [2.73608, 2.49564, -1.87485], [1.41876, 2.58812, -2.22788], [0.76692, 3.87666, -3.02053], [0.60194, 1.54704, -1.90442], [1.02230, 0.39559, -1.29019], [0.13955, -0.64025, -0.99220], [0.61553, -1.79537, -0.39274], [-0.27997, -2.96518, -0.10513], [0.09086, -4.10861, -0.27551], [-1.50475, -2.63245, 0.35009], [-2.51149, -3.61686, 0.68591], [-2.80695, -3.60775, 2.18996], [-3.52840, -2.33304, 2.62025], [-4.81174, -2.14883, 1.81650], [-4.51300, -2.11819, 0.32046], [-3.80106, -3.39784, -0.12426], [-3.51234, -3.38310, -1.62300], [1.97422, -1.92176, -0.09403], [2.84516, -0.89139, -0.36818], [2.37881, 0.27787, -0.96802], [3.30377, 1.37594, -1.26664], [4.48723, 1.34336, -1.00601], [2.54885, 2.66114, 2.94701], [1.30903, 1.82342, 1.99977], [2.96345, 1.93196, 1.39667], [1.42210, 3.58162, 0.25114], [1.04447, 4.28785, 1.83327], [4.71782, 5.09020, 0.54900], [4.23596, 3.40784, 0.30880], [2.42277, 5.11619, -1.18737], [4.05915, 5.60735, -1.58175], [4.63479, 3.23454, -2.15634], [3.37381, 3.96388, -3.19091], [-0.36443, 1.64863, -2.18705], [-0.90044, -0.53985, -1.26871], [-1.72191, -1.66849, 0.54130], [-2.07047, -4.58067, 0.40877], [-3.43302, -4.47082, 2.42248], [-1.86986, -3.71508, 2.73967], [-3.76288, -2.39102, 3.68466], [-2.87731, -1.46668, 2.47846], [-5.30921, -1.22384, 2.11506], [-5.49102, -2.97694, 2.02995], [-5.44524, -2.01434, -0.23836], [-3.89658, -1.24639, 0.08616], [-4.45923, -4.24572, 0.09316], [-2.88989, -2.53167, -1.88977], [-2.98885, -4.28919, -1.91766], [-4.43966, -3.31868, -2.18727], [2.32039, -2.84267, 0.34757], [3.89705, -0.96263, -0.13874]],
  "atomic_forces_ev_per_a": [[0.0604, 0.4084, -0.1864], [-0.1264, -0.1967, 0.1064], [-0.0008, 0.1705, 0.1780], [0.0634, 0.0336, -0.1151], [-0.0069, -0.2657, 0.1876], [0.4486, 0.5983, -0.1524], [-0.1595, -0.1053, 0.0442], [-0.5534, 0.0565, -0.2286], [-0.2449, 0.3193, -0.2300], [0.0332, 0.0407, -0.0024], [0.6232, -0.3021, 0.3142], [0.0366, -0.0776, 0.0675], [0.2553, 0.2104, -0.1950], [-0.0050, 0.1962, -0.0144], [0.1962, -0.1757, -0.0180], [-0.3846, 0.2435, 0.1364], [-0.2310, -0.5112, 0.1172], [0.1729, 0.1701, -0.0724], [-0.2052, -0.2795, 0.0154], [0.1622, 0.2948, -0.0338], [-0.2020, -0.3995, 0.1825], [0.2317, 0.2283, -0.2560], [-0.1210, -0.1234, 0.2584], [-0.0110, -0.0562, 0.0245], [-0.1388, 0.0860, -0.0563], [-0.3709, -0.1877, -0.0353], [0.1651, -0.2133, 0.0863], [-0.0306, -0.1274, 0.0523], [0.0284, -0.0241, 0.1170], [-0.0993, -0.1127, 0.0117], [0.0799, -0.1053, -0.0109], [-0.0310, 0.0879, 0.0404], [-0.0109, -0.0972, -0.1344], [0.0071, -0.1295, -0.0700], [0.0238, 0.0498, 0.0309], [0.0781, 0.0342, -0.0222], [-0.0126, 0.0583, -0.0382], [-0.1848, 0.0162, -0.0528], [0.0660, -0.1402, 0.1294], [0.2228, 0.0996, 0.0123], [-0.1357, -0.0299, -0.0269], [0.2107, 0.0089, -0.0361], [-0.1033, 0.1592, 0.0395], [-0.0250, -0.0691, 0.0294], [0.0008, -0.0948, 0.0000], [0.0820, 0.0899, 0.0228], [0.0419, 0.0969, 0.0562], [-0.0807, -0.0434, 0.0329], [-0.0828, -0.0260, 0.0295], [0.0378, 0.0873, -0.0935], [0.0411, 0.1183, -0.0873], [0.0054, 0.0000, 0.0595], [0.0589, 0.0947, -0.0571], [0.0750, -0.0927, -0.1105], [-0.0736, 0.0172, -0.1018], [0.0392, -0.0877, 0.0252], [0.0841, -0.0009, 0.0297]],
  "e_homo_ev": -8.676,
  "relative_energy_ev": 0.109,
  "smiles": "CCOCCCn1c(=S)[nH]c2cc(C(=O)N[C@H]3CCCC[C@H]3C)ccc2c1=O",
  "lumo_energy_ev": -0.307
}